Below is a structure of composition C39H34Ge2N2OS2Y, with properties calculated with ωB97M-V/def2-TZVPD.

XYZ file:
```
81
Properties=species:S:1:pos:R:3:forces:R:3
Y -0.325 -1.801 -0.491 -0.2 -0.5 0.1
C -2.560 -5.987 -2.943 0.0 0.0 0.1
O -2.337 -5.595 -1.571 0.0 0.0 0.0
C -1.703 -4.486 -1.298 0.1 0.0 0.0
S -1.156 -3.452 -2.540 0.1 0.1 0.2
S -1.480 -4.183 0.364 0.0 0.0 0.0
H -3.039 -6.957 -2.878 0.0 0.0 0.0
H -1.611 -6.056 -3.468 0.0 0.0 0.0
H -3.209 -5.264 -3.431 0.0 0.0 0.0
Ge 1.928 0.207 -2.012 0.1 0.0 -0.1
C 3.194 1.329 -1.050 0.0 0.1 0.1
C 3.943 0.895 0.042 0.0 -0.1 0.0
C 4.771 1.770 0.735 0.0 0.0 0.0
C 4.866 3.096 0.336 0.0 0.0 0.0
C 4.144 3.539 -0.764 0.0 0.0 0.0
C 3.316 2.661 -1.450 0.0 0.0 0.0
C 2.421 -1.702 -1.757 0.1 0.0 0.0
C 2.429 -2.317 -0.496 -0.1 0.0 0.0
C 2.726 -3.670 -0.332 -0.1 0.0 0.0
C 3.028 -4.438 -1.445 0.0 0.0 0.0
C 3.037 -3.849 -2.704 0.0 0.0 0.0
C 2.734 -2.504 -2.858 -0.1 0.0 0.0
H 2.093 0.472 -3.517 0.0 0.0 0.0
H 3.914 -0.145 0.352 0.0 0.0 0.0
H 5.353 1.413 1.575 0.0 0.0 0.0
H 5.514 3.779 0.870 0.0 0.0 0.0
H 4.228 4.568 -1.091 0.0 0.0 0.0
H 2.757 3.028 -2.305 0.0 0.0 0.0
H 2.246 -1.725 0.399 0.1 0.0 0.0
H 2.727 -4.113 0.656 0.0 0.0 0.0
H 3.265 -5.487 -1.334 0.0 0.0 0.0
H 3.282 -4.446 -3.574 0.0 0.0 0.0
H 2.743 -2.070 -3.851 0.0 0.0 0.0
N 1.353 0.204 6.919 0.0 0.0 -0.1
C 1.142 -0.136 5.843 0.0 0.0 0.1
C 0.877 -0.563 4.495 0.0 0.0 0.0
C 0.086 -1.683 4.255 0.0 0.0 0.0
C -0.167 -2.040 2.946 0.0 0.0 0.0
N 0.328 -1.360 1.903 0.0 0.0 -0.1
C 1.101 -0.295 2.148 0.0 0.0 0.0
C 1.401 0.146 3.422 0.0 0.0 0.0
H -0.330 -2.257 5.070 0.0 0.0 0.0
H -0.800 -2.889 2.719 0.0 0.0 0.0
H 1.490 0.248 1.294 0.0 0.0 0.0
H 2.009 1.028 3.563 0.0 0.0 0.0
C 0.057 0.242 -1.536 0.2 0.4 -0.1
Ge -1.096 1.372 -0.474 0.0 0.1 0.1
C -2.132 2.601 -1.564 0.0 0.0 0.0
C -1.821 2.816 -2.903 0.0 0.0 0.0
C -2.567 3.704 -3.670 0.0 0.0 0.0
C -3.632 4.384 -3.098 0.0 0.0 0.0
C -3.949 4.181 -1.761 0.0 0.0 0.0
C -3.202 3.296 -0.999 0.0 0.0 0.0
C -0.406 2.292 1.105 0.1 0.0 0.0
C 0.879 2.838 1.103 0.0 0.0 0.0
C 1.367 3.529 2.205 0.0 0.0 0.0
C 0.575 3.686 3.335 0.0 0.0 0.0
C -0.715 3.171 3.345 0.0 0.0 0.0
C -1.200 2.489 2.236 -0.1 0.0 0.0
C -2.397 -0.041 0.123 0.0 -0.1 -0.1
C -2.697 -0.475 1.421 0.0 0.0 0.0
C -3.674 -1.435 1.659 0.0 0.0 0.0
C -4.359 -2.011 0.599 0.0 0.0 0.0
C -4.059 -1.630 -0.701 0.0 0.0 0.0
C -3.094 -0.657 -0.933 0.0 0.0 0.0
H -0.436 0.240 -2.519 -0.1 0.0 0.0
H -0.984 2.297 -3.357 0.0 0.0 0.0
H -2.315 3.865 -4.710 0.0 0.0 0.0
H -4.214 5.076 -3.693 0.0 0.0 0.0
H -4.777 4.715 -1.314 0.0 0.0 0.0
H -3.459 3.151 0.045 0.0 0.0 0.0
H 1.516 2.738 0.233 -0.1 0.0 0.1
H 2.365 3.949 2.175 0.0 0.0 0.0
H 0.952 4.223 4.196 0.0 0.0 0.0
H -1.351 3.315 4.210 0.0 0.0 0.0
H -2.222 2.129 2.259 0.0 0.0 0.0
H -2.175 -0.046 2.268 0.0 0.0 0.0
H -3.899 -1.733 2.676 0.0 0.0 0.0
H -5.116 -2.761 0.785 0.0 0.0 0.0
H -4.582 -2.078 -1.536 0.0 0.0 0.0
H -2.908 -0.341 -1.956 0.0 0.0 0.0
```
Positions in Å, forces in eV/Å.

Computed properties:
Relative energy (zero: lowest compared OMol25 entry of this formula, charge and spin), eV: 0.000
Highest occupied orbital energy, hartree: -0.4026
Charge: +1

***

Below is a structure of composition C39H34GeN3O3P2ReSSe2 in a non-equilibrium geometry, with properties calculated with ωB97M-V/def2-TZVPD.

XYZ file:
```
86
Properties=species:S:1:pos:R:3:forces:R:3
Re 1.399 -0.560 0.736 0.7 1.1 -1.2
Se -0.760 5.859 0.319 -0.1 0.0 0.0
P 1.375 5.349 0.223 0.3 -0.1 -0.2
C 2.274 5.734 1.710 0.0 0.1 0.2
C 3.672 5.837 1.657 -0.1 0.1 0.1
C 4.372 6.159 2.808 -0.1 0.2 -0.1
C 3.690 6.381 4.000 -0.1 0.2 -0.1
C 2.306 6.263 4.055 0.0 0.0 0.0
C 1.590 5.941 2.911 0.2 0.0 0.0
C 2.182 6.080 -1.180 0.0 0.0 -0.1
C 2.071 5.459 -2.429 0.1 0.1 0.0
C 2.650 6.058 -3.536 0.0 0.0 0.0
C 3.312 7.274 -3.403 0.0 0.0 0.0
C 3.391 7.905 -2.168 0.0 0.0 0.0
C 2.820 7.316 -1.049 0.0 0.0 0.0
C 1.301 3.560 0.018 -0.8 0.4 -0.2
C 1.995 2.482 0.504 0.3 -0.2 0.0
N 1.263 1.392 0.148 -0.4 0.0 -0.2
N 0.175 1.787 -0.537 0.3 0.5 0.3
N 0.183 3.085 -0.617 0.3 -0.4 0.1
P 3.522 2.191 1.368 -0.3 -0.3 0.2
Se 3.531 -0.103 1.514 0.2 0.0 0.2
C 3.404 2.764 3.039 0.1 0.1 0.2
C 2.201 2.554 3.726 0.1 0.0 0.0
C 2.131 2.865 5.072 0.0 0.0 0.1
C 3.254 3.359 5.731 0.0 -0.1 0.0
C 4.441 3.575 5.044 0.0 -0.2 0.1
C 4.524 3.281 3.691 -0.1 -0.2 0.1
C 4.930 2.720 0.454 0.2 0.0 -0.1
C 4.788 3.494 -0.699 0.1 -0.1 0.0
C 5.922 3.875 -1.398 0.0 0.0 0.0
C 7.179 3.473 -0.961 0.0 0.0 0.0
C 7.316 2.680 0.173 0.1 0.0 0.0
C 6.194 2.293 0.885 -0.1 0.0 -0.1
H 4.202 5.686 0.726 0.0 0.1 0.0
H 5.451 6.257 2.770 -0.1 0.0 0.0
H 4.240 6.670 4.888 0.0 -0.1 -0.1
H 1.781 6.438 4.986 0.0 0.0 -0.1
H 0.511 5.863 2.948 0.0 0.0 0.0
H 1.531 4.525 -2.536 0.0 0.0 0.0
H 2.570 5.587 -4.508 0.0 0.0 0.0
H 3.753 7.744 -4.274 0.0 0.0 0.0
H 3.885 8.863 -2.077 0.0 0.0 0.0
H 2.870 7.817 -0.090 0.0 0.0 -0.1
H 1.336 2.152 3.210 0.0 0.0 0.0
H 1.206 2.714 5.615 0.1 0.0 0.0
H 3.201 3.575 6.791 0.0 0.0 0.0
H 5.309 3.960 5.564 0.0 0.0 0.0
H 5.448 3.454 3.151 -0.1 0.0 0.1
H 3.812 3.788 -1.062 0.0 0.0 0.0
H 5.821 4.479 -2.292 0.0 0.0 0.0
H 8.061 3.769 -1.516 0.0 0.0 0.0
H 8.298 2.356 0.497 -0.1 0.0 0.0
H 6.297 1.652 1.755 0.0 0.0 0.0
C -1.245 -2.763 2.550 -0.1 -0.1 0.2
S -0.419 -2.467 1.053 -0.2 -0.3 -0.3
O -0.940 -3.305 0.001 -0.1 0.4 0.3
O 1.072 -2.553 1.262 -0.7 -0.3 0.2
O -0.607 -0.977 0.676 0.2 -0.8 0.6
H -1.121 -3.821 2.793 0.0 0.1 0.0
H -2.297 -2.522 2.382 0.0 -0.1 0.0
H -0.811 -2.128 3.321 0.0 0.0 0.0
Ge -1.314 -1.920 -2.019 -0.1 -0.1 -0.4
C -2.546 -3.190 -2.566 -0.2 -0.2 0.0
C -2.145 -4.478 -2.948 -0.2 0.0 0.0
C -3.092 -5.360 -3.430 -0.1 0.0 -0.1
C -4.430 -4.968 -3.515 0.1 0.0 0.1
C -4.832 -3.698 -3.115 0.0 0.0 0.0
C -3.891 -2.797 -2.641 0.1 -0.3 -0.1
C 0.551 -1.973 -2.343 0.4 -0.1 0.2
C 1.044 -0.973 -3.195 0.0 0.0 0.1
C 2.335 -1.065 -3.689 0.1 0.0 -0.1
C 3.143 -2.138 -3.328 0.0 0.0 0.0
C 2.672 -3.118 -2.460 0.0 0.0 0.0
C 1.374 -3.051 -1.973 0.2 0.2 -0.3
H -1.884 -0.522 -1.898 0.0 0.2 0.3
H -1.108 -4.785 -2.877 0.0 0.0 0.0
H -2.795 -6.350 -3.751 0.0 0.0 0.0
H -5.166 -5.665 -3.896 0.0 0.0 0.0
H -5.872 -3.408 -3.176 0.0 0.0 0.0
H -4.196 -1.802 -2.345 0.0 0.1 0.0
H 0.411 -0.143 -3.491 0.0 0.0 0.0
H 2.706 -0.312 -4.374 0.0 0.0 0.0
H 4.142 -2.220 -3.739 0.0 0.0 0.0
H 3.306 -3.952 -2.185 0.0 0.0 0.0
H 1.006 -3.836 -1.332 0.0 -0.1 0.0
```
Positions in Å, forces in eV/Å.

Computed properties:
Relative energy (zero: lowest compared OMol25 entry of this formula, charge and spin), eV: 0.000
Highest occupied orbital energy (alpha / beta), hartree: -0.5814 / -0.5813
Charge: +3
Multiplicity: 4
Expectation value of S²: 3.85

***

- The lowest charge belongs to which entry?
  C39H34Ge2N2OS2Y